No. 1
Here is C29H60BaClN6O7P2S as an isolated structure in a non-equilibrium geometry from OMol25. Energies are from ωB97M-V with the def2-TZVPD basis set.

The geometry in XYZ format:
```
107
Properties=species:S:1:pos:R:3:forces:R:3
Ba -0.148 0.274 0.180 0.802 1.405 0.133
C 4.835 3.353 0.686 0.020 -0.026 -0.008
N 3.408 3.533 0.909 -0.025 0.012 0.019
C 2.844 4.844 0.633 -0.008 0.005 0.008
C 2.591 2.513 1.234 0.070 0.083 0.039
O 1.381 2.632 1.384 -0.039 -0.151 -0.038
C 3.266 1.152 1.394 0.052 -0.099 -0.082
O 2.358 0.179 1.865 -0.157 -0.017 -0.003
C 2.184 0.172 3.268 0.042 -0.059 -0.027
C 0.704 -0.013 3.584 -0.088 0.254 -0.128
O -0.117 0.547 2.858 -0.245 -0.416 0.029
N 0.358 -0.719 4.670 0.108 -0.021 0.054
C 1.332 -1.320 5.574 0.020 -0.016 0.004
C -1.047 -0.843 5.028 -0.009 0.013 0.009
H 5.242 4.283 0.299 -0.012 0.006 0.000
H 5.035 2.576 -0.053 0.002 -0.003 0.001
H 5.365 3.114 1.610 0.005 0.004 -0.002
H 3.378 5.607 1.201 -0.007 0.000 0.009
H 1.797 4.840 0.921 0.002 0.010 -0.010
H 2.924 5.076 -0.432 0.011 -0.004 -0.001
H 4.146 1.207 2.041 -0.009 0.026 0.002
H 3.592 0.816 0.407 0.007 0.003 -0.004
H 2.470 1.134 3.706 -0.009 0.003 0.012
H 2.814 -0.605 3.702 -0.006 0.005 0.003
H 1.962 -2.047 5.062 0.000 -0.007 0.007
H 0.792 -1.844 6.358 -0.016 0.011 -0.004
H 1.963 -0.568 6.051 0.008 -0.009 -0.005
H -1.643 -0.307 4.298 -0.007 -0.010 0.004
H -1.223 -0.421 6.018 0.004 0.002 -0.001
H -1.338 -1.895 5.037 0.002 -0.003 -0.001
C -3.638 -3.501 0.764 -0.019 0.053 0.193
N -3.102 -2.207 0.336 -0.061 -0.390 -0.272
C -4.028 -1.110 0.618 -0.006 0.079 -0.026
P -2.338 -2.173 -1.140 -0.290 -0.131 0.276
O -1.890 -0.800 -1.425 -0.058 0.295 -0.127
O -1.133 -3.210 -0.924 -0.029 -0.362 -0.126
P 0.068 -3.344 0.149 0.040 -0.212 -0.187
O 0.227 -2.190 1.059 -0.087 0.025 0.176
N 1.371 -3.529 -0.811 -0.096 0.013 0.050
C 1.358 -4.286 -2.058 0.029 -0.005 0.023
C 2.636 -2.849 -0.516 -0.002 -0.026 -0.005
N -0.415 -4.690 0.978 0.094 0.041 -0.031
C -0.633 -5.936 0.249 -0.014 0.030 0.028
C 0.163 -4.888 2.307 -0.025 -0.009 -0.022
N -3.200 -2.821 -2.367 0.123 0.007 0.041
C -3.435 -2.038 -3.583 0.014 -0.042 -0.004
C -3.351 -4.260 -2.536 -0.020 0.029 0.011
H -3.883 -3.445 1.826 0.013 0.011 -0.004
H -2.888 -4.279 0.643 -0.005 -0.013 0.007
H -4.550 -3.771 0.219 0.004 0.018 -0.008
H -4.159 -1.037 1.699 0.008 0.001 -0.006
H -5.012 -1.273 0.164 0.011 -0.012 -0.018
H -3.623 -0.171 0.247 -0.020 0.013 0.018
H 0.374 -4.711 -2.243 0.002 -0.003 -0.017
H 2.089 -5.096 -2.020 -0.007 -0.001 0.001
H 1.612 -3.624 -2.887 0.009 0.018 -0.031
H 2.538 -2.265 0.396 0.036 0.005 -0.006
H 2.902 -2.185 -1.341 0.014 0.045 -0.042
H 3.435 -3.583 -0.389 -0.005 -0.003 0.011
H -1.096 -5.734 -0.715 -0.012 -0.028 -0.004
H -1.308 -6.569 0.827 0.009 -0.011 -0.010
H 0.299 -6.486 0.085 0.004 0.001 -0.011
H 0.298 -3.924 2.790 -0.005 -0.012 0.022
H 1.125 -5.410 2.262 0.007 0.003 0.000
H -0.528 -5.489 2.901 0.011 -0.003 0.009
H -3.204 -0.994 -3.398 -0.021 0.011 -0.025
H -4.481 -2.135 -3.877 0.001 0.006 -0.007
H -2.802 -2.398 -4.398 0.007 0.005 -0.002
H -3.183 -4.780 -1.596 -0.011 -0.027 -0.015
H -2.644 -4.641 -3.279 0.000 -0.001 -0.001
H -4.364 -4.487 -2.873 0.002 -0.003 0.001
Cl 0.344 -0.241 -3.797 -0.086 0.012 0.113
C 2.046 -0.387 -3.393 0.003 -0.107 -0.107
C 2.769 -1.364 -4.053 -0.013 0.043 0.061
C 4.123 -1.531 -3.801 0.004 -0.039 0.009
C 4.725 -0.663 -2.890 0.021 -0.004 0.014
C 3.998 0.322 -2.257 -0.064 -0.011 0.016
C 2.600 0.524 -2.462 0.123 0.129 -0.102
C 1.881 1.540 -1.789 -0.323 -0.285 0.421
H 2.259 -1.981 -4.783 0.011 -0.018 0.000
H 4.695 -2.285 -4.323 -0.004 0.000 0.002
H 5.788 -0.738 -2.695 0.003 -0.010 -0.006
H 4.517 1.027 -1.617 0.016 -0.007 0.020
H 0.961 1.910 -2.232 0.049 0.020 -0.136
H 2.475 2.297 -1.287 0.021 0.072 -0.098
C 0.401 5.411 -2.573 -0.003 0.008 0.012
C -1.116 5.462 -2.431 0.001 0.009 -0.006
C -1.696 4.179 -1.849 0.051 -0.017 0.086
S -1.273 3.941 -0.101 -0.110 0.246 -0.212
O -1.676 2.517 0.185 0.060 -0.427 0.068
C -2.560 4.968 0.656 0.087 -0.011 -0.051
C -3.957 4.372 0.597 0.010 -0.017 0.007
C -4.943 5.221 1.393 -0.001 -0.008 -0.011
H 0.785 6.338 -2.997 0.001 0.004 -0.002
H 0.703 4.588 -3.223 0.001 -0.008 -0.001
H 0.881 5.256 -1.606 0.012 0.006 -0.001
H -1.575 5.619 -3.410 0.000 -0.003 0.001
H -1.415 6.321 -1.824 0.007 0.004 -0.002
H -1.255 3.300 -2.327 -0.005 0.006 -0.021
H -2.779 4.115 -1.949 -0.003 -0.019 0.011
H -2.500 5.941 0.163 0.013 0.006 0.008
H -2.235 5.106 1.689 -0.018 -0.024 0.013
H -3.920 3.356 0.992 -0.005 0.006 0.005
H -4.290 4.293 -0.439 -0.014 0.011 0.004
H -4.650 5.279 2.443 0.001 0.006 0.004
H -5.945 4.796 1.350 -0.002 0.000 -0.001
H -4.995 6.238 1.004 -0.006 0.006 0.003
```
Positions in Å, forces in eV/Å.

Summary:
- Relative energy (zero: lowest compared OMol25 entry of this formula, charge and spin): 14.7 kcal per mole
- HOMO-LUMO gap: 5.89 eV
- Net charge: +1
- Calculated total energy: -96951.220 eV

No. 2
Here is a 9-piece molecular cluster, C29H60Br2N8O5 overall in a non-equilibrium geometry from OMol25. Energies are from ωB97M-V with the def2-TZVPD basis set.

The geometry in XYZ format:
```
104
Properties=species:S:1:pos:R:3:forces:R:3
C -0.760 0.875 -5.609 0.441 -0.135 -0.126
N 0.280 -0.149 -5.505 -0.933 0.412 -0.416
C 1.431 0.007 -6.367 0.211 -0.122 0.107
C 0.214 -1.068 -4.522 0.389 0.086 -0.027
O 1.076 -1.894 -4.295 -0.136 -0.110 0.223
H -0.226 1.815 -5.766 -0.376 0.218 -0.002
H -1.370 0.939 -4.709 0.248 -0.081 0.198
H -1.457 0.693 -6.430 0.210 0.003 -0.217
H 1.170 0.213 -7.406 -0.371 0.114 0.098
H 2.025 0.841 -5.985 0.260 -0.060 -0.172
H 2.019 -0.907 -6.387 0.025 0.020 0.331
H -0.705 -0.924 -3.929 0.071 -0.313 0.082
C -1.009 -3.161 -0.814 0.243 0.264 0.356
N -0.863 -4.025 -1.960 0.463 0.153 0.919
C -0.176 -5.274 -1.722 -0.683 -0.532 -0.604
C -1.420 -3.663 -3.112 -0.234 0.125 -1.586
O -1.392 -4.277 -4.166 -0.037 -0.184 0.345
H -1.914 -3.417 -0.255 0.106 0.046 0.188
H -1.040 -2.101 -1.072 -0.276 -0.096 -0.367
H -0.126 -3.246 -0.176 -0.137 -0.306 0.124
H -0.289 -5.931 -2.585 0.170 0.321 -0.239
H 0.881 -5.120 -1.515 -0.001 -0.002 0.182
H -0.693 -5.816 -0.926 0.324 0.164 0.361
H -1.933 -2.686 -3.057 0.056 -0.024 0.223
C -1.186 -1.893 2.204 0.148 0.101 -0.669
N -1.807 -1.065 3.227 0.141 -0.730 -0.653
C -3.084 -0.485 2.910 -0.891 0.636 1.225
C -1.025 -0.515 4.176 0.327 0.585 0.504
O 0.181 -0.639 4.303 -0.219 -0.313 -0.162
H -1.720 -2.803 1.928 -0.399 0.019 0.655
H -0.182 -2.181 2.501 -0.025 0.095 0.092
H -1.142 -1.347 1.255 0.233 0.250 0.076
H -3.889 -1.215 2.811 0.330 -0.259 -0.730
H -3.475 0.091 3.759 0.501 0.035 0.172
H -3.034 0.260 2.114 0.008 -0.420 -0.447
H -1.604 0.108 4.877 -0.042 0.044 -0.023
C 3.596 -7.148 1.531 -0.976 -0.084 -0.042
N 2.442 -6.283 1.743 0.170 0.838 -0.287
C 1.222 -6.872 2.247 0.135 -0.322 0.913
C 2.523 -4.939 1.544 -0.037 -0.917 -0.695
O 1.588 -4.168 1.589 -0.129 0.361 0.320
H 3.673 -7.762 2.430 0.519 -0.130 -0.151
H 4.497 -6.581 1.316 -0.004 0.111 0.267
H 3.397 -7.779 0.662 0.127 -0.205 0.106
H 0.660 -7.520 1.572 0.214 0.245 -0.451
H 1.500 -7.506 3.096 -0.088 -0.008 0.025
H 0.573 -6.090 2.634 -0.008 0.071 -0.218
H 3.536 -4.640 1.227 0.023 0.141 0.169
C 1.284 0.368 -1.347 0.195 0.604 -0.723
N 1.176 0.417 0.082 0.129 0.538 0.889
C 1.809 -0.602 0.885 -0.681 -0.765 0.468
C 0.646 1.491 0.715 -0.026 -0.267 -0.977
O 0.093 2.411 0.127 -0.129 0.221 0.421
H 2.327 0.242 -1.648 -0.060 -0.534 0.064
H 1.019 1.336 -1.775 -0.299 0.008 0.258
H 0.623 -0.376 -1.794 0.237 -0.203 0.047
H 1.364 -0.573 1.882 0.265 0.222 0.109
H 1.502 -1.590 0.532 0.372 -0.014 -0.245
H 2.894 -0.537 0.980 0.021 0.129 -0.317
H 0.762 1.434 1.807 -0.142 0.112 0.063
Br -0.310 7.694 1.698 -0.098 -0.462 0.405
C -0.750 6.349 3.054 0.739 -1.007 0.431
C -0.272 4.945 2.625 -0.905 0.408 -0.377
Br -0.852 3.580 3.964 0.361 0.657 -0.542
H -1.811 6.405 3.268 -0.047 -0.064 -0.272
H -0.207 6.550 3.975 -0.055 0.589 -0.107
H 0.805 4.901 2.501 0.017 -0.100 0.315
H -0.727 4.636 1.687 -0.008 -0.128 0.062
C -3.946 2.802 -3.155 -0.286 0.518 -0.518
C -4.290 2.743 -1.676 0.183 -0.483 0.382
C -3.230 2.072 -0.737 -0.187 -0.523 -1.724
C -2.660 0.925 -1.484 0.013 0.313 0.400
N -2.236 0.068 -2.121 0.015 -0.098 0.046
H -3.811 1.853 -3.673 0.139 -0.209 0.434
H -3.079 3.431 -3.365 0.107 -0.093 0.123
H -4.788 3.267 -3.677 0.020 0.124 0.043
H -5.214 2.176 -1.549 -0.079 0.081 -0.054
H -4.482 3.754 -1.318 -0.027 -0.031 0.130
H -3.737 1.650 0.127 0.270 0.373 0.365
H -2.391 2.733 -0.524 -0.064 -0.008 0.444
C -0.508 5.482 -1.829 0.247 0.012 -0.582
C -1.423 5.851 -2.996 -0.353 0.595 0.614
C -2.830 6.305 -2.566 -0.224 -0.306 -0.304
C -2.781 7.627 -1.941 -0.179 0.011 0.208
N -2.750 8.672 -1.464 0.063 -0.101 -0.053
H -0.695 4.490 -1.415 -0.068 -0.022 -0.048
H -0.534 6.206 -1.017 -0.090 0.128 -0.025
H 0.499 5.493 -2.252 0.155 -0.192 0.376
H -1.478 5.037 -3.717 -0.080 0.029 -0.041
H -1.028 6.741 -3.491 0.309 -0.270 -0.259
H -3.337 5.604 -1.900 0.211 0.006 0.181
H -3.490 6.380 -3.434 0.070 0.095 -0.058
C 4.043 -0.500 6.163 0.330 0.081 -0.108
C 4.511 -1.706 5.367 -0.528 -0.098 -0.847
C 4.149 -1.608 3.854 0.178 -0.447 0.667
C 4.898 -0.550 3.190 -0.074 0.389 -0.380
N 5.488 0.282 2.657 -0.128 -0.235 0.195
H 4.617 0.402 5.943 0.028 -0.043 -0.148
H 4.165 -0.694 7.228 -0.225 0.045 0.034
H 3.001 -0.301 5.911 -0.070 0.033 0.274
H 3.963 -2.581 5.723 0.224 -0.116 0.110
H 5.582 -1.897 5.430 0.004 0.028 0.278
H 3.071 -1.490 3.731 0.016 0.329 -0.039
H 4.394 -2.555 3.370 0.101 0.034 -0.064
```
Positions in Å, forces in eV/Å.

Summary:
- HOMO-LUMO gap: 9.18 eV
- Structure (SMILES): CN(C)C=O.CN(C)C=O.CN(C)C=O.CN(C)C=O.CN(C)C=O.BrCCBr.CCCC#N.CCCC#N.CCCC#N
- Calculated total energy: -193289.026 eV